Density functional theory data (ωB97M-V/def2-TZVPD) for a 6-piece molecular cluster, C36H55F4IN3O16 overall in a non-equilibrium geometry.

Results
E ... -3469.85803 Eh
Lowest unoccupied orbital energy ... -3.318 eV
HOMO level ... -11.1 eV
Charge ... +1
Gap between HOMO and LUMO ... 7.79 eV

Geometry (Å):
C 0.24569 5.08427 3.64186
C 1.32258 4.37526 2.79805
C 0.76898 3.94001 1.44830
C -0.43673 3.03112 1.55768
N -0.09067 1.78376 2.28482
C -1.16976 0.89935 2.38413
N -1.82365 0.97164 3.55004
C -2.86611 0.21281 3.86188
C -3.46140 0.46866 5.23631
N -2.94595 -0.39845 6.28492
C -3.32462 -0.71661 2.97624
C -4.48358 -1.65758 3.27045
F -4.11108 -2.92611 2.98695
F -4.86302 -1.66483 4.56352
C -5.75871 -1.27332 2.42997
F -6.84634 -1.58141 3.16138
F -5.75523 0.06140 2.23396
C -2.69362 -0.81012 1.72268
C -3.13116 -1.77148 0.65617
C -2.04273 -2.84120 0.29160
C -2.54728 -4.27579 0.43777
C -1.33274 -5.20631 0.60200
C -0.38817 -5.19793 -0.59636
O 0.95891 -5.05018 -0.16026
C 1.84947 -5.84325 -0.92565
C -1.60626 0.01693 1.41912
C -0.84772 -0.00924 0.11025
C -1.65020 0.39917 -1.15529
C -2.81418 1.39149 -0.93670
I -0.26590 1.11616 -2.64950
H -0.44060 5.61223 2.98699
H -0.32134 4.34149 4.20777
H 0.68892 5.77965 4.34780
H 1.74181 3.55484 3.37935
H 2.10776 5.10263 2.59525
H 0.43814 4.83087 0.91131
H 1.50718 3.41276 0.84047
H -0.82412 2.79387 0.56546
H -1.23388 3.52247 2.11896
H 0.71308 1.31435 1.88388
H -1.49588 1.65022 4.23090
H -3.23379 1.50275 5.51805
H -4.53940 0.41303 5.17527
H -1.98325 -0.65486 6.11813
H -3.51630 -1.21967 6.41986
H -5.84963 -1.84400 1.50842
H -3.34496 -1.17685 -0.22761
H -4.04084 -2.30772 0.87680
H -1.19206 -2.68943 0.95504
H -1.73713 -2.64771 -0.73159
H -3.13359 -4.59080 -0.42590
H -3.15154 -4.36068 1.33924
H -1.63773 -6.21275 0.88200
H -0.76219 -4.81761 1.44990
H -0.59154 -4.38612 -1.29415
H -0.52703 -6.12439 -1.15582
H 1.50611 -6.87971 -0.96413
H 2.80735 -5.85189 -0.40852
H 1.98644 -5.44421 -1.93150
H -0.00781 0.67114 0.18306
H -0.39868 -0.98295 -0.05149
H -2.05261 -0.50959 -1.58518
H -2.75953 2.15692 -1.70542
H -2.78195 1.91735 0.01087
H -3.75803 0.87494 -1.09973
C 1.05600 9.63680 4.56174
C 0.08333 9.52061 5.71386
O -1.10080 9.04373 5.06824
C -0.73315 8.42146 3.92318
O -1.46131 7.77493 3.24304
O 0.57969 8.63448 3.65725
H 2.08472 9.43737 4.85080
H 1.00685 10.60844 4.06772
H 0.39963 8.78603 6.45685
H -0.10411 10.46894 6.21051
C 0.28215 -2.01557 -5.88667
C -1.14392 -2.49771 -5.79898
O -1.03567 -3.63276 -4.92278
C 0.07711 -3.47309 -4.17599
O 0.35924 -4.15643 -3.23547
O 0.82314 -2.44495 -4.61846
H 0.36730 -0.93341 -5.99493
H 0.83602 -2.50780 -6.68601
H -1.80909 -1.76419 -5.33610
H -1.55334 -2.79138 -6.76205
C 3.48747 -0.88241 2.54081
C 4.90881 -0.56606 2.13395
O 4.72057 0.38622 1.08002
C 3.52016 0.97182 1.25064
O 3.13469 1.91855 0.64148
O 2.79899 0.33334 2.21050
H 3.38695 -1.10712 3.59944
H 3.05731 -1.69990 1.95955
H 5.48051 -0.09524 2.93486
H 5.45137 -1.43604 1.77463
C 3.16479 -6.46671 -6.02861
C 4.14951 -5.32032 -6.08195
O 3.57629 -4.47028 -7.08004
C 2.25172 -4.73597 -7.14069
O 1.45869 -4.08450 -7.74356
O 1.94201 -5.83565 -6.41741
H 3.07361 -6.90502 -5.03815
H 3.39835 -7.25432 -6.74710
H 4.20298 -4.77044 -5.14051
H 5.15061 -5.63125 -6.36954
C 4.10210 2.64534 -5.40730
C 3.17009 2.63714 -4.21559
O 2.00146 2.00594 -4.75223
C 2.38219 1.25207 -5.81111
O 1.66504 0.47445 -6.35403
O 3.66453 1.49770 -6.14674
H 5.14804 2.54703 -5.12953
H 3.98073 3.53256 -6.03054
H 3.55045 2.03238 -3.39033
H 2.93601 3.63240 -3.84671

Density functional theory data (ωB97M-V/def2-TZVPD) for an isolated ion of composition C4H10N3 and charge +1 in a non-equilibrium geometry.

Results
Structure (SMILES) ... C=NC[N+](=C)CN
E ... -322.35079 Eh
Lowest unoccupied orbital energy ... -4.249 eV
HOMO level ... -14.0 eV
Charge ... +1
Gap between HOMO and LUMO ... 9.71 eV
Relative energy (zero: lowest compared OMol25 entry of this formula, charge and spin) ... 288.2 kJ/mol

Geometry (Å):
C 2.67770 0.55659 -0.09752
N 1.57516 0.08746 -0.46152
C 0.67940 -0.43040 0.60696
N -0.57487 -0.81397 0.01366
C -0.99943 -1.99771 -0.18280
C -1.40386 0.50832 -0.62389
N -1.28933 1.54710 0.30366
H 3.24837 0.85595 -0.99106
H 3.10631 0.65613 0.91087
H 0.98229 -1.29093 1.25611
H 0.33012 0.56497 1.12294
H -1.92321 -2.16557 -0.72718
H -0.47679 -2.78650 0.20138
H -2.38258 0.13066 -0.76061
H -0.78834 0.66727 -1.45459
H -2.07648 1.69701 0.91217
H -0.68446 2.21363 -0.02855

Density functional theory data (ωB97M-V/def2-TZVPD) for an isolated molecule of C5H10O2.

Results
Structure (SMILES) ... CO[C@H]1CO[C@H]1C
E ... -346.93267 Eh
Lowest unoccupied orbital energy ... 0.997 eV
HOMO level ... -9.6 eV
Gap between HOMO and LUMO ... 10.63 eV
Relative energy (zero: lowest compared OMol25 entry of this formula, charge and spin) ... 243.6 kJ/mol

Geometry (Å):
C 2.02632 1.13314 -0.61320
O 0.75816 0.88587 -0.05556
C 0.31805 -0.42922 -0.23557
C 0.29028 -1.34466 0.99987
O -1.11298 -1.58847 0.83062
C -1.21101 -0.60879 -0.22336
C -2.02677 0.60569 0.16514
H 2.79770 0.46989 -0.19577
H 2.00918 1.00248 -1.70577
H 2.28531 2.16838 -0.38150
H 0.79913 -0.88382 -1.11230
H 0.51068 -0.80611 1.93079
H 0.87707 -2.27042 0.96033
H -1.61804 -1.06574 -1.13541
H -2.01503 1.34164 -0.64590
H -3.06319 0.30835 0.35375
H -1.62486 1.08179 1.06383